Computed, not measured: a cluster of 15 separate species, C30H90O15S15 in total in a non-equilibrium geometry, with ωB97M-V/def2-TZVPD.

Each line ends with the Löwdin charge.
Atoms and positions in Å:
1 C -25.18 0.64 11.67  -0.243
2 S -24.12 1.87 12.50  0.805
3 O -24.87 3.18 12.24  -0.575
4 C -24.49 1.32 14.17  -0.246
5 H -24.85 -0.37 11.93  0.051
6 H -25.14 0.80 10.59  0.026
7 H -26.18 0.85 12.08  0.052
8 H -24.30 2.07 14.93  0.013
9 H -23.86 0.45 14.41  0.053
10 H -25.53 1.04 14.29  0.060
11 C -20.33 9.81 9.49  -0.250
12 S -21.13 11.47 9.30  0.839
13 O -21.61 11.56 7.86  -0.586
14 C -22.67 11.34 10.31  -0.237
15 H -19.40 9.84 8.89  0.040
16 H -20.91 9.00 9.00  0.039
17 H -20.10 9.62 10.54  0.009
18 H -22.52 11.23 11.37  0.045
19 H -23.23 10.45 10.03  0.020
20 H -23.27 12.21 10.12  0.045
21 C -25.72 3.99 9.18  -0.244
22 S -27.49 4.52 9.56  0.816
23 O -28.22 4.84 8.28  -0.565
24 C -28.07 2.90 10.23  -0.248
25 H -25.28 3.47 10.05  0.013
26 H -25.08 4.83 8.89  0.016
27 H -25.72 3.23 8.39  0.044
28 H -29.16 2.95 10.43  0.057
29 H -27.59 2.64 11.19  0.037
30 H -27.91 2.14 9.44  0.053
31 C -25.26 8.12 7.63  -0.253
32 S -24.88 8.29 5.82  0.820
33 O -25.17 9.73 5.51  -0.551
34 C -26.26 7.11 5.26  -0.221
35 H -25.44 7.09 7.90  0.021
36 H -26.13 8.74 7.88  0.064
37 H -24.43 8.54 8.18  0.023
38 H -27.16 7.21 5.87  0.048
39 H -25.91 6.09 5.38  0.031
40 H -26.48 7.22 4.21  0.031
41 C -18.96 1.47 7.98  -0.253
42 S -17.67 1.15 6.69  0.841
43 O -16.80 0.06 7.22  -0.563
44 C -18.84 0.40 5.43  -0.226
45 H -19.78 2.05 7.58  0.040
46 H -18.53 2.05 8.78  0.007
47 H -19.26 0.51 8.38  0.033
48 H -18.24 -0.34 4.92  0.041
49 H -19.32 1.12 4.77  0.039
50 H -19.67 -0.05 5.97  0.027
51 C -17.90 7.99 13.10  -0.239
52 S -19.49 8.85 13.67  0.862
53 O -19.80 10.05 12.82  -0.569
54 C -20.56 7.46 13.02  -0.270
55 H -17.13 8.74 12.96  0.040
56 H -17.92 7.48 12.13  0.035
57 H -17.60 7.30 13.90  0.041
58 H -21.59 7.79 13.26  0.049
59 H -20.41 6.53 13.55  0.007
60 H -20.44 7.30 11.92  0.042
61 C -17.21 3.87 12.64  -0.240
62 S -18.81 4.33 11.87  0.845
63 O -18.98 3.42 10.68  -0.568
64 C -19.78 3.67 13.31  -0.244
65 H -16.92 4.59 13.40  0.046
66 H -16.48 3.99 11.83  0.053
67 H -17.12 2.87 13.03  0.055
68 H -19.42 2.67 13.59  0.048
69 H -20.84 3.57 13.02  0.032
70 H -19.71 4.40 14.12  0.038
71 C -23.30 5.33 14.85  -0.256
72 S -23.41 4.67 16.51  0.838
73 O -24.50 3.66 16.34  -0.560
74 C -21.82 3.82 16.64  -0.250
75 H -23.29 4.47 14.16  0.039
76 H -22.50 6.05 14.77  0.028
77 H -24.27 5.80 14.64  0.059
78 H -21.63 3.46 17.66  0.057
79 H -21.07 4.57 16.34  0.044
80 H -21.76 3.02 15.90  0.047
81 C -24.95 6.51 11.50  -0.251
82 S -25.67 8.20 11.83  0.843
83 O -25.26 9.07 10.67  -0.567
84 C -27.45 7.78 11.54  -0.256
85 H -23.87 6.59 11.51  0.015
86 H -25.22 6.16 10.49  0.014
87 H -25.26 5.83 12.31  0.041
88 H -27.80 6.94 12.15  0.047
89 H -27.55 7.58 10.46  0.043
90 H -28.11 8.61 11.81  0.050
91 C -21.07 9.43 5.31  -0.221
92 S -21.21 7.60 4.92  0.790
93 O -22.11 7.55 3.69  -0.598
94 C -19.45 7.40 4.29  -0.232
95 H -20.71 9.86 4.35  0.065
96 H -20.32 9.61 6.08  0.029
97 H -21.98 9.94 5.63  0.040
98 H -19.31 7.70 3.25  0.054
99 H -19.20 6.31 4.24  0.041
100 H -18.80 8.02 4.89  0.011
101 C -22.58 2.56 4.79  -0.248
102 S -21.82 4.17 4.20  0.795
103 O -20.44 3.80 3.76  -0.556
104 C -22.80 4.42 2.67  -0.241
105 H -23.60 2.79 5.14  0.037
106 H -22.02 2.11 5.61  0.015
107 H -22.73 1.85 3.96  0.057
108 H -22.44 5.33 2.21  0.039
109 H -23.88 4.45 2.81  0.055
110 H -22.62 3.58 1.99  0.055
111 C -20.16 -1.59 12.33  -0.243
112 S -21.43 -0.26 12.44  0.801
113 O -21.08 0.40 13.77  -0.577
114 C -20.58 0.79 11.18  -0.249
115 H -20.33 -2.32 13.11  0.042
116 H -19.19 -1.10 12.49  0.060
117 H -20.10 -2.08 11.34  0.056
118 H -19.59 0.95 11.61  0.047
119 H -21.12 1.72 11.01  0.017
120 H -20.45 0.24 10.23  0.028
121 C -24.50 0.14 7.23  -0.256
122 S -22.91 0.44 8.02  0.815
123 O -23.16 1.50 9.07  -0.566
124 C -22.73 -1.22 8.88  -0.211
125 H -24.40 -0.58 6.42  0.061
126 H -24.76 1.13 6.84  0.038
127 H -25.25 -0.20 7.96  0.059
128 H -22.49 -2.03 8.15  0.064
129 H -23.65 -1.46 9.43  0.054
130 H -21.87 -1.18 9.56  0.009
131 C -16.87 7.67 6.89  -0.226
132 S -17.05 5.78 6.75  0.805
133 O -15.73 5.12 6.51  -0.560
134 C -17.48 5.47 8.48  -0.272
135 H -16.25 7.91 7.76  0.046
136 H -17.87 8.05 7.15  0.025
137 H -16.54 8.09 5.95  0.042
138 H -17.73 4.39 8.59  0.032
139 H -18.35 6.09 8.76  0.040
140 H -16.57 5.65 9.05  0.053
141 C -22.14 4.31 10.32  -0.262
142 S -22.09 5.87 9.37  0.845
143 O -20.73 6.52 9.58  -0.566
144 C -22.02 4.98 7.77  -0.239
145 H -21.31 3.65 10.03  0.027
146 H -23.11 3.82 10.28  0.015
147 H -22.00 4.59 11.38  0.043
148 H -22.99 4.50 7.62  0.044
149 H -21.21 4.26 7.79  0.053
150 H -21.89 5.74 7.00  -0.004

**Charge**: 0
**Energy above the lowest of the compared OMol25 structures with the same formula, charge and spin**: 97.6 kJ/mol
**HOMO energy**: -8.072 eV
**Kohn-Sham gap**: 0.28175 Eh